Record 1
Computed, not measured: the molecule C11H16N4O3 at a distorted geometry, with ωB97M-V with the def2-TZVPD basis set.

Last column: Löwdin charge in e.
Atoms and positions in Å:
O -2.59 -2.96 -0.46  0.06
C -2.41 -1.74 -0.66  -0.45
O -3.52 -0.96 -0.91  0.07
C -1.06 -1.11 -0.67  -0.16
C 0.11 -2.25 -0.69  -0.08
C 1.48 -1.73 -1.02  -0.40
C 2.19 -1.91 -2.18  -0.08
N 3.47 -1.33 -1.94  0.01
C 3.41 -0.82 -0.65  -0.17
N 2.18 -1.02 -0.08  0.08
N -0.83 -0.24 0.62  0.12
C -1.19 1.11 0.49  -0.41
O -2.13 1.43 -0.29  0.00
C -0.79 1.91 1.66  -0.33
C -0.58 3.45 1.21  -0.14
C 0.93 3.49 1.18  -0.24
C 1.36 2.07 1.51  -0.32
N 0.38 1.55 2.43  0.00
H -3.33 0.01 -0.64  0.11
H -1.01 -0.40 -1.57  0.18
H 0.32 -2.48 0.50  0.16
H -0.36 -3.11 -1.34  0.15
H 1.71 -2.63 -3.11  0.19
H 4.29 -1.71 -2.52  0.18
H 4.22 -0.19 -0.15  0.13
H -0.36 -0.65 1.50  0.17
H -1.77 1.83 2.07  0.15
H -1.09 3.77 0.12  0.16
H -0.92 4.30 1.95  0.13
H 1.54 3.99 2.01  0.12
H 1.45 3.92 0.19  0.15
H 1.50 1.32 0.66  0.11
H 2.39 2.08 1.94  0.12
H 0.33 2.47 3.26  0.23

frontier orbital gap	9.50	eV
SMILES string	O=C(O)[C@H](Cc1c[nH]cn1)NC(=O)[C@@H]1CCCN1
lowest unoccupied orbital energy	0.55	eV
HOMO energy	-8.95	eV
energy	-873.36847	hartree
relative energy (zero: lowest compared OMol25 entry of this formula, charge and spin)	524.0	kJ/mol


Record 2
Computed, not measured: a structure of composition C11H16N4OPdS at a distorted geometry, with ωB97M-V with the def2-TZVPD basis set.

Last column: Löwdin charge in e.
Atoms and positions in Å:
Pd -1.11 -0.53 0.63  0.85
N 0.98 -3.80 2.90  0.21
C 0.55 -2.69 2.34  -0.74
S -1.12 -2.62 1.75  0.69
N 1.34 -1.64 2.26  0.08
N 0.88 -0.50 1.88  -0.05
C 1.42 0.66 2.05  0.04
C 0.62 1.82 1.72  -0.23
C 1.10 3.13 1.77  0.05
C 0.24 4.17 1.49  0.01
C -1.08 3.90 1.16  0.03
C -1.51 2.58 1.14  -0.07
N -0.68 1.58 1.40  0.02
H 0.37 -4.60 3.02  0.14
H 1.91 -3.84 3.28  0.15
H 2.40 0.78 2.49  0.16
H 2.14 3.31 2.03  0.14
H 0.60 5.19 1.50  0.14
H -1.77 4.70 0.92  0.13
H -2.54 2.32 0.93  0.13
C -1.55 -1.80 -2.66  0.04
C -0.47 -0.72 -2.32  -0.69
C 0.80 -1.46 -1.82  -0.01
C -0.17 0.10 -3.58  0.00
O -0.94 0.05 -1.33  -0.08
H -1.13 -2.52 -3.35  0.11
H -2.41 -1.32 -3.12  0.10
H -1.86 -2.31 -1.74  0.08
H 1.25 -2.04 -2.62  0.11
H 0.54 -2.12 -0.99  0.06
H 1.52 -0.71 -1.47  0.09
H 0.16 -0.54 -4.39  0.10
H 0.60 0.84 -3.36  0.10
H -1.07 0.64 -3.90  0.10

<S²>	6.044
frontier orbital gap (spin up / spin down)	8.31 / 5.65	eV
multiplicity	5
lowest unoccupied orbital energy (spin up / spin down)	-7.95 / -10.59	eV
HOMO energy (spin up / spin down)	-16.26 / -16.24	eV
energy	-1248.34443	hartree
charge	+2


Record 3
Computed, not measured: the ion C11H16NO2 with charge +1 at a distorted geometry, with ωB97M-V with the def2-TZVPD basis set.

Last column: Löwdin charge in e.
Atoms and positions in Å:
C 2.01 -2.25 0.77  -0.05
C 1.37 -1.19 -0.14  -0.33
C -0.03 -1.64 -0.53  -0.07
C -1.22 -1.52 -0.01  0.09
C -2.47 -1.06 0.04  -0.38
O -3.42 -1.36 0.90  0.03
O -2.74 0.24 -0.55  0.00
C -1.67 1.23 -0.47  -0.18
C -0.78 1.13 -1.73  -0.09
C 0.71 1.47 -1.47  -0.07
C 0.82 1.41 0.12  -0.18
C 1.67 0.20 0.55  -0.10
C -0.65 1.31 0.71  -0.07
N -0.68 1.70 1.91  0.28
H 3.06 -2.38 0.49  0.10
H 1.63 -3.19 0.53  0.06
H 1.87 -1.95 1.83  0.10
H 1.89 -1.27 -1.12  0.14
H 0.19 -2.36 -1.27  0.11
H -4.16 -2.23 0.81  0.28
H -2.17 2.15 -0.23  0.16
H -1.30 1.77 -2.61  0.18
H -0.78 0.15 -2.08  0.08
H 1.29 0.74 -1.97  0.09
H 1.03 2.48 -1.74  0.13
H 1.12 2.24 0.58  0.10
H 1.69 0.11 1.60  0.08
H 2.75 0.46 0.21  0.17
H 0.28 1.62 2.24  0.15
H -1.35 2.01 2.63  0.20

frontier orbital gap	7.68	eV
SMILES string	C[C@H]1C=C=C(O)O[C@@H]2CC[C@H](C1)C2=[NH2+]
lowest unoccupied orbital energy	-4.39	eV
HOMO energy	-12.07	eV
energy	-633.54083	hartree
charge	+1
relative energy (zero: lowest compared OMol25 entry of this formula, charge and spin)	398.0	kJ/mol


Record 4
Computed, not measured: the ion C11H16NO3 with charge +1 at a distorted geometry, with ωB97M-V with the def2-TZVPD basis set.

Last column: Löwdin charge in e.
Atoms and positions in Å:
C 0.80 3.18 -0.60  0.03
C 0.96 1.94 0.14  -0.37
O 1.92 1.86 0.90  0.10
C -0.07 0.89 0.00  0.06
C -1.43 0.98 -0.12  -0.26
C -2.34 2.20 0.02  0.05
O -2.24 -0.04 -0.22  0.08
C -1.79 -1.37 -0.01  -0.24
C -2.85 -2.43 0.05  0.00
C -0.53 -1.61 0.28  0.05
C 0.62 -0.67 0.08  -0.36
N 1.73 -0.68 1.05  0.09
C 2.91 -1.18 0.30  -0.08
C 2.31 -1.73 -1.00  -0.12
O 1.16 -0.91 -1.18  -0.03
H 0.24 2.92 -1.49  0.11
H 1.72 3.60 -0.88  0.09
H 0.26 3.83 0.05  0.11
H -1.73 2.95 0.66  0.12
H -3.35 2.03 0.25  0.08
H -2.26 2.60 -1.02  0.11
H -3.45 -2.13 0.96  0.12
H -2.65 -3.45 -0.09  0.07
H -3.53 -2.38 -0.83  0.11
H -0.32 -2.67 0.73  0.17
H 1.68 -1.19 1.91  0.17
H 1.88 0.52 1.35  0.18
H 3.61 -1.89 0.84  0.16
H 3.44 -0.25 0.11  0.12
H 3.03 -1.60 -1.84  0.15
H 1.93 -2.76 -0.94  0.14

frontier orbital gap	9.72	eV
SMILES string	CC(=O)C1=C(C)OC(C)=C[C@]12[NH2+]CCO2
lowest unoccupied orbital energy	-3.29	eV
HOMO energy	-13.01	eV
energy	-708.89167	hartree
charge	+1
relative energy (zero: lowest compared OMol25 entry of this formula, charge and spin)	272.5	kJ/mol


Record 5
Computed, not measured: the ion C11H16NS2 with charge +1 at a distorted geometry, with ωB97M-V with the def2-TZVPD basis set.

Last column: Löwdin charge in e.
Atoms and positions in Å:
C 2.27 -2.67 1.77  -0.04
C 0.92 -2.86 1.59  -0.05
C 2.91 -1.53 1.30  -0.05
C 0.20 -2.01 0.80  -0.06
C 2.22 -0.73 0.43  -0.01
C 0.86 -1.02 0.07  -0.25
C -2.64 1.61 -1.53  -0.43
C -2.06 0.58 -2.48  -0.46
C -1.15 0.99 0.52  -0.36
C 0.19 -0.11 -0.82  -0.70
C -0.39 1.44 1.79  -0.11
N 0.80 1.07 -1.29  0.01
S -1.52 2.48 -0.43  1.11
S -0.96 -0.78 -1.90  1.05
H 2.73 -3.41 2.35  0.10
H 0.27 -3.59 2.08  0.12
H 3.86 -1.38 1.46  0.06
H -0.81 -2.19 0.60  0.09
H 2.95 0.03 0.05  0.13
H -3.04 2.25 -2.22  0.06
H -3.24 1.02 -0.94  0.07
H -2.96 -0.02 -2.87  0.12
H -1.52 1.03 -3.37  0.10
H -1.90 0.42 0.85  0.05
H 0.08 0.71 2.28  0.03
H -0.87 1.98 2.58  0.09
H 0.41 2.10 1.67  0.06
H 0.99 1.08 -2.29  0.13
H 1.67 1.40 -0.94  0.10
H -0.27 2.14 -1.11  0.03

<S²>	2.031
frontier orbital gap (spin up / spin down)	6.42 / 6.39	eV
multiplicity	3
lowest unoccupied orbital energy (spin up / spin down)	-2.74 / -5.98	eV
HOMO energy (spin up / spin down)	-9.15 / -12.36	eV
energy	-1279.39219	hartree
charge	+1


Record 6
Computed, not measured: a cluster of 2 separate species, C11H16O in total at a distorted geometry, with ωB97M-V with the def2-TZVPD basis set.

Last column: Löwdin charge in e.
Atoms and positions in Å:
O -0.32 -0.73 -0.17  0.01
C 0.50 -0.74 0.71  -0.22
C 1.97 -0.94 0.49  -0.26
C 2.46 -1.17 -0.95  -0.14
C 3.62 -0.18 -0.67  -0.17
C 2.84 0.35 0.55  -0.14
H 0.20 -0.56 1.77  0.13
H 2.35 -1.69 1.20  0.15
H 1.74 -0.78 -1.67  0.11
H 2.73 -2.20 -1.23  0.11
H 3.86 0.54 -1.46  0.10
H 4.55 -0.71 -0.37  0.11
H 2.26 1.24 0.29  0.06
H 3.40 0.55 1.48  0.11
C 0.23 2.26 0.63  -0.01
C -0.38 1.91 -0.50  -0.17
C -1.59 1.14 -0.55  -0.06
C -2.60 0.49 -0.63  -0.02
C -3.83 -0.31 -0.68  -0.25
C -4.11 -1.06 0.63  -0.11
H 1.14 2.84 0.63  0.06
H -0.12 1.97 1.56  0.05
H 0.03 2.22 -1.46  0.11
H -4.67 0.34 -0.93  0.10
H -3.76 -1.03 -1.52  0.12
H -3.27 -1.73 0.85  0.07
H -5.00 -1.65 0.55  0.06
H -4.22 -0.36 1.46  0.08

frontier orbital gap	9.16	eV
SMILES string	O=CC1CCC1.C=CC#CCC
lowest unoccupied orbital energy	0.93	eV
HOMO energy	-8.23	eV
energy	-503.82435	hartree
relative energy (zero: lowest compared OMol25 entry of this formula, charge and spin)	434.9	kJ/mol


Record 7
Computed, not measured: the molecule C11H16O2 at a distorted geometry, with ωB97M-V with the def2-TZVPD basis set.

Last column: Löwdin charge in e.
Atoms and positions in Å:
C 1.58 -1.44 -0.19  -0.48
C -1.38 -0.17 1.18  -0.15
C -0.04 0.07 1.92  -0.10
C -0.59 -0.64 -1.22  -0.11
C -1.37 -1.16 0.01  -0.35
C 0.83 -0.36 -0.90  -0.01
C 1.19 0.25 1.10  -0.07
C 1.32 0.95 -0.24  -0.45
C -2.80 -1.46 -0.41  -0.07
C 0.46 2.17 -0.47  -0.02
C 2.77 1.27 -0.61  -0.02
O 1.72 -2.59 -0.50  0.14
O 2.04 -0.92 1.00  0.05
H -2.06 -0.56 1.93  0.12
H -1.79 0.78 0.82  0.10
H -0.17 0.96 2.54  0.12
H 0.16 -0.78 2.58  0.13
H -0.60 -1.43 -1.98  0.13
H -1.08 0.24 -1.64  0.12
H -0.89 -2.09 0.34  0.15
H -3.35 -1.95 0.40  0.08
H -2.81 -2.12 -1.28  0.08
H -3.33 -0.54 -0.67  0.08
H 0.48 2.43 -1.52  0.10
H 0.87 3.02 0.09  0.09
H -0.57 2.03 -0.16  0.06
H 3.43 0.42 -0.43  0.09
H 3.13 2.11 -0.02  0.09
H 2.83 1.52 -1.66  0.09

frontier orbital gap (spin up / spin down)	7.79 / 8.31	eV
lowest unoccupied orbital energy (spin up / spin down)	-0.30 / 0.08	eV
HOMO energy (spin up / spin down)	-8.08 / -8.23	eV
energy	-579.14065	hartree
relative energy (zero: lowest compared OMol25 entry of this formula, charge and spin)	168.4	kJ/mol